Entry 1:
{"formula": "C17H26AlIO2P2", "method": "wB97M-V/def2-TZVPD", "charge": 2, "relative_energy_kcal_mol": 126.8, "homo_energy_ev": [-13.392, -13.391], "lumo_ha": [-0.3285, -0.3281], "multiplicity": 1, "homo_lumo_gap_ev": [4.45, 4.46], "molar_mass_g_mol": 478.23, "symbols": ["C", "C", "H", "H", "H", "O", "I", "Al", "P", "C", "C", "H", "H", "H", "H", "H", "H", "C", "H", "H", "H", "P", "C", "C", "H", "H", "H", "C", "H", "H", "H", "H", "H", "H", "C", "O", "C", "C", "C", "C", "C", "C", "C", "C", "H", "H", "H", "H", "H"], "coordinates": [[0.940332, 2.961698, -0.180505], [-0.101965, 2.020183, -0.616261], [0.707928, 3.965239, -0.602316], [1.938750, 2.647007, -0.520273], [0.995954, 3.032999, 0.916872], [-1.050335, 2.334629, -1.324182], [0.054681, -2.816119, 0.878147], [0.099972, 0.126465, 0.145042], [-1.190353, 0.435752, 2.006251], [-2.972901, 0.114808, 1.846616], [-0.682405, -0.606908, 3.412446], [-1.001645, -0.139560, 4.357662], [-1.690113, 2.230379, 3.561613], [0.414358, -0.718902, 3.406382], [-0.046481, 2.380722, 2.862657], [-3.132036, -0.933149, 1.552095], [-1.133317, -1.603188, 3.309464], [-1.095329, 2.124863, 2.637665], [-3.489242, 0.310441, 2.805091], [-1.473086, 2.831665, 1.884043], [-3.401599, 0.767200, 1.069079], [1.367783, -0.626751, -1.892626], [0.398205, -1.237333, -3.320252], [2.334823, 0.719686, -2.585150], [2.980101, -1.779214, -0.508651], [3.337055, -1.931746, -2.265795], [2.026176, -2.907064, -1.508374], [2.536077, -1.937573, -1.505687], [3.041319, 1.109723, -1.836218], [2.916610, 0.335817, -3.447603], [1.038341, -1.542270, -4.096902], [-0.340709, -0.485601, -3.596851], [1.685510, 1.534147, -2.925889], [-0.207293, -2.165170, -2.989233], [-1.607955, -0.398751, -0.965432], [-2.612632, -0.612964, -1.508975], [-0.431016, -1.538923, -1.115008], [-1.204135, -2.700296, -1.405813], [-1.727357, -3.960003, -1.240338], [-1.111156, -5.115528, -1.894257], [-1.274433, -6.385026, -1.435050], [-2.081487, -6.659660, -0.331012], [-2.746648, -5.607635, 0.309084], [-2.615008, -4.332974, -0.122472], [-0.398530, -4.872590, -2.695957], [-0.731779, -7.212454, -1.921069], [-2.167687, -7.683302, 0.057614], [-3.350072, -5.819867, 1.205478], [-3.055195, -3.490982, 0.417723]], "atomic_forces_ev_per_a": [[0.349, 2.084, -0.522], [-0.206, -0.283, 0.575], [0.436, -0.370, 0.358], [-0.272, 0.002, 0.039], [-0.115, -0.112, -0.276], [0.844, -0.608, 0.612], [0.925, 1.558, -0.105], [-0.511, 1.542, -2.325], [-0.838, -0.099, 2.264], [-0.256, -0.008, -0.375], [0.194, -0.002, 0.245], [0.105, -0.250, -0.317], [0.199, -0.138, -0.408], [-0.388, 0.053, 0.180], [-0.408, -0.066, -0.026], [-0.011, 0.309, 0.108], [0.094, 0.363, 0.184], [0.256, 0.547, 0.056], [0.378, -0.083, -0.379], [0.102, -0.186, 0.216], [0.127, -0.233, 0.254], [1.392, 0.972, 0.241], [-1.751, -0.998, 0.970], [0.896, 0.124, -0.745], [-0.094, -0.053, -0.469], [-0.301, -0.171, 0.323], [0.233, 0.131, -0.054], [0.608, -0.353, -0.058], [-0.236, -0.169, -0.222], [-0.231, 0.350, 0.340], [0.893, 0.091, -1.298], [0.187, 0.130, -0.426], [0.084, -0.162, 0.078], [1.575, 1.700, -1.521], [-1.537, 2.182, 1.233], [-0.123, 0.390, -0.607], [-4.638, -9.489, 0.939], [2.825, 1.158, 2.579], [-0.984, -2.818, -0.233], [0.382, 2.467, -0.370], [0.319, -1.435, -0.224], [0.132, -0.023, -0.080], [-0.610, -0.696, 0.879], [0.603, 2.304, -1.173], [-0.432, -0.427, 0.228], [-0.357, 0.541, 0.239], [0.029, 0.504, -0.247], [0.265, 0.157, -0.578], [-0.131, -0.431, -0.104]]}



Entry 2:
{"formula": "C17H26Cl2InN2O2S2", "method": "wB97M-V/def2-TZVPD", "charge": -1, "homo_energy_ev": -4.481, "lumo_ha": 0.0855, "multiplicity": 1, "homo_lumo_gap_ev": 6.81, "molar_mass_g_mol": 540.27, "symbols": ["C", "C", "C", "In", "S", "C", "C", "C", "C", "O", "C", "C", "S", "C", "N", "N", "C", "O", "H", "H", "H", "H", "H", "H", "H", "H", "H", "H", "H", "H", "H", "H", "H", "H", "H", "H", "H", "H", "H", "H", "Cl", "C", "C", "Cl", "C", "C", "C", "C", "H", "H", "H", "H"], "coordinates": [[-2.712614, 4.315887, 1.929116], [-2.245336, 2.900005, 2.346577], [-0.910005, 2.467306, 1.690227], [-1.102002, 0.419109, 0.818477], [-0.711534, -1.194986, 2.681884], [-3.252494, 0.187294, 0.191087], [-4.125092, -0.573823, 1.220823], [-4.807850, -1.822963, 0.648337], [-6.326248, -1.672728, 0.449165], [-6.747818, -0.355286, 0.140071], [0.131205, 0.086811, -1.024827], [1.507237, -0.572716, -0.878162], [1.448056, -2.399725, -0.879095], [1.862495, -2.769841, 0.767438], [2.794936, -2.301361, 1.501620], [2.655411, -2.924198, 2.725462], [1.673298, -3.714542, 2.634273], [1.117037, -3.680845, 1.395487], [-3.728776, 4.259995, 1.540659], [-2.060726, 4.727613, 1.167175], [-2.739661, 4.996238, 2.775170], [-3.041910, 2.183415, 2.162949], [-2.106070, 2.928500, 3.425350], [-0.581170, 3.227411, 0.985056], [-0.177639, 2.394867, 2.492174], [0.349076, -0.750018, 3.370341], [-3.668178, 1.179003, 0.006607], [-3.250272, -0.317130, -0.774707], [-4.851783, 0.126224, 1.622111], [-3.524005, -0.895724, 2.068720], [-4.317826, -2.169510, -0.256671], [-4.675318, -2.629829, 1.369901], [-6.813551, -1.968365, 1.370303], [-6.639933, -2.365465, -0.337386], [-6.265108, -0.084868, -0.647344], [-0.454985, -0.513934, -1.717986], [0.290659, 1.054468, -1.505370], [2.104125, -0.206415, -0.049416], [2.075972, -0.353009, -1.769825], [1.279688, -4.344015, 3.400152], [3.424532, 1.795768, -3.154302], [4.914481, 0.924586, -3.209461], [4.955206, -0.441669, -3.457310], [3.521109, -1.364864, -3.726225], [6.177156, -1.099045, -3.494209], [7.352924, -0.399707, -3.284996], [7.312173, 0.965707, -3.040046], [6.095432, 1.624086, -3.003093], [6.206031, -2.162658, -3.684388], [8.300899, -0.920233, -3.311808], [8.228309, 1.517637, -2.877524], [6.060457, 2.687539, -2.812562]], "atomic_forces_ev_per_a": [[-0.367, -0.614, 0.095], [0.431, 0.547, -0.041], [-0.421, -0.524, 0.435], [-0.182, 0.737, -0.591], [-0.149, -0.433, 0.215], [0.257, -0.124, 0.448], [0.532, 0.062, -0.398], [-0.399, 0.048, 0.627], [0.677, -0.257, -0.244], [-0.210, -0.029, -0.159], [0.137, -0.389, 0.704], [-0.230, 0.362, -0.529], [-0.045, 0.174, 0.130], [-0.441, 0.208, -0.762], [0.721, 0.505, 0.137], [1.001, 0.538, 0.836], [-0.448, -0.072, -0.729], [-0.583, -0.980, 0.581], [-0.075, 0.206, -0.182], [0.035, 0.154, -0.165], [0.097, 0.192, 0.104], [-0.158, -0.055, -0.090], [-0.046, -0.232, 0.187], [0.155, -0.014, -0.157], [0.375, 0.096, -0.115], [-0.003, 0.251, -0.212], [0.042, 0.176, -0.011], [-0.009, -0.169, -0.126], [-0.313, -0.078, 0.123], [0.098, 0.007, 0.105], [0.099, 0.176, -0.273], [-0.038, -0.252, -0.021], [-0.336, 0.200, 0.154], [-0.220, -0.091, 0.005], [0.080, 0.134, 0.053], [-0.164, -0.025, -0.149], [-0.038, 0.161, 0.006], [-0.031, -0.255, 0.313], [0.367, -0.046, -0.200], [-0.284, -0.269, 0.048], [-0.046, -0.070, -0.034], [-0.008, 0.139, 0.014], [-0.031, -0.159, -0.042], [0.075, 0.065, -0.133], [0.175, 0.022, 0.027], [-0.010, 0.055, 0.001], [-0.001, -0.053, -0.016], [0.166, -0.014, 0.008], [-0.106, -0.006, 0.005], [-0.013, -0.021, -0.002], [-0.015, 0.019, 0.012], [-0.104, -0.002, 0.006]]}



Entry 3:
{"formula": "C17H26ClFeO2P2", "method": "wB97M-V/def2-TZVPD", "charge": 2, "relative_energy_kcal_mol": 15.1, "homo_energy_ev": [-13.347, -15.803], "s_squared": 8.8295, "lumo_ha": [-0.2223, -0.3570], "multiplicity": 6, "homo_lumo_gap_ev": [7.30, 6.09], "molar_mass_g_mol": 415.64, "symbols": ["C", "C", "H", "H", "H", "O", "Cl", "Fe", "P", "C", "C", "H", "H", "H", "H", "H", "H", "C", "H", "H", "H", "P", "C", "C", "H", "H", "H", "C", "H", "H", "H", "H", "H", "H", "C", "O", "C", "C", "C", "C", "C", "C", "C", "C", "H", "H", "H", "H", "H"], "coordinates": [[3.541990, 2.949025, -4.102150], [2.631639, 1.920004, -3.527853], [3.463373, 2.889085, -5.187347], [4.573916, 2.815887, -3.763092], [3.229242, 3.940078, -3.762921], [1.908543, 1.147138, -4.142659], [2.746426, 1.943505, -1.660372], [0.574138, 0.456512, -0.667985], [1.893721, -1.301555, -0.492824], [1.305763, -2.939044, -1.001491], [3.289661, -0.988932, -1.607276], [3.843880, -1.932326, -1.759745], [2.998419, -2.514211, 1.268270], [3.934738, -0.220794, -1.149971], [3.140705, -0.740403, 1.484629], [0.796130, -2.869469, -1.970641], [2.902743, -0.611085, -2.567869], [2.472148, -1.555534, 1.187795], [2.179366, -3.598855, -1.076608], [1.598417, -1.554140, 1.852517], [0.599536, -3.318889, -0.253793], [-0.935653, 1.980053, -0.402302], [-2.702663, 1.698873, -0.806305], [-0.995818, 2.510170, 1.343129], [0.456315, 3.799847, -1.206995], [-1.342116, 4.168043, -1.281768], [-0.565917, 3.070060, -2.489710], [-0.549322, 3.406958, -1.446463], [-0.071421, 3.058296, 1.584748], [-1.880777, 3.144195, 1.511985], [-3.196675, 2.686849, -0.796204], [-3.173087, 1.022074, -0.076239], [-1.053525, 1.606049, 1.966677], [-2.763302, 1.249078, -1.809795], [-0.380799, -0.414765, -1.926124], [-1.198278, -0.960769, -2.572993], [-0.450303, -0.336278, 0.641631], [-1.129429, -0.840899, 1.554510], [-1.940554, -1.532288, 2.479175], [-1.395544, -1.919947, 3.731908], [-2.228508, -2.518222, 4.671395], [-3.575734, -2.757921, 4.351571], [-4.116582, -2.399175, 3.094887], [-3.279112, -1.816226, 2.141623], [-0.330970, -1.716173, 3.915591], [-1.808053, -2.771491, 5.656363], [-4.219201, -3.241289, 5.083651], [-5.166801, -2.548563, 2.846023], [-3.630665, -1.542532, 1.141417]], "atomic_forces_ev_per_a": [[-0.059, 0.156, -0.013], [-1.736, -1.985, -2.587], [0.106, 0.001, 0.095], [-0.182, -0.138, -0.030], [-0.032, -0.068, 0.013], [2.196, 2.379, 3.001], [-0.451, 0.461, -0.447], [3.156, 1.745, -0.406], [1.565, -1.588, 0.042], [-0.347, 0.188, -0.036], [0.615, -0.366, 0.075], [-0.113, 0.445, 0.001], [-0.023, 0.216, 0.094], [-0.135, -0.564, -0.315], [-0.087, -0.151, 0.011], [0.193, -0.191, 0.183], [0.225, -0.330, 0.347], [0.384, -0.179, 0.335], [-0.300, 0.064, 0.024], [0.308, -0.069, -0.159], [0.146, -0.034, -0.190], [-2.114, 2.355, 0.929], [0.352, -0.346, -0.171], [-0.025, 0.378, -0.100], [-0.594, -0.061, -0.126], [0.623, -0.239, -0.212], [-0.025, 0.168, 0.132], [-0.025, 0.626, 0.170], [-0.371, -0.129, 0.041], [0.407, -0.117, 0.052], [0.137, -0.512, -0.003], [0.169, 0.294, -0.269], [-0.033, 0.541, -0.139], [-0.209, 0.234, 0.318], [-5.740, -3.703, -5.315], [3.722, 2.277, 2.648], [-1.615, -1.452, 2.005], [-0.722, -0.985, 0.454], [1.202, 0.576, -0.634], [-0.224, -0.074, 0.744], [0.971, 0.307, -0.178], [-0.242, 0.065, -0.233], [0.773, 0.426, -0.674], [-1.185, -0.339, 0.361], [-0.643, -0.127, 0.118], [-0.423, -0.019, -0.572], [0.108, 0.141, -0.100], [0.304, -0.146, 0.234], [-0.010, -0.129, 0.482]]}



Entry 4:
{"formula": "C17H26ClHfN3O11", "method": "wB97M-V/def2-TZVPD", "charge": 2, "relative_energy_kcal_mol": 153.4, "homo_energy_ev": -13.158, "lumo_ha": -0.4246, "multiplicity": 1, "homo_lumo_gap_ev": 1.61, "molar_mass_g_mol": 662.35, "symbols": ["Hf", "Cl", "O", "O", "O", "O", "C", "C", "O", "H", "H", "H", "H", "H", "C", "N", "O", "O", "H", "H", "H", "C", "N", "O", "O", "H", "H", "H", "C", "N", "O", "O", "H", "H", "H", "C", "C", "C", "C", "C", "C", "H", "H", "H", "H", "H", "H", "C", "C", "C", "C", "C", "C", "H", "H", "H", "H", "H", "H"], "coordinates": [[1.031380, 1.517997, -6.013055], [0.369400, 5.633277, -3.786815], [0.355930, 5.831387, -2.318455], [0.266770, 6.863037, -4.515535], [1.526380, 4.879707, -4.130545], [-0.698330, 4.744657, -4.128965], [0.128320, 0.993817, 0.100305], [0.256640, -0.083973, -0.945015], [0.538120, 0.313717, -2.258045], [-0.555360, 1.746997, -0.291385], [1.019280, 1.588147, 0.302925], [-0.195910, 0.605497, 1.065795], [-0.519020, -0.847813, -0.890205], [1.092540, -0.619103, -0.494455], [-4.913510, 2.426137, -0.167435], [-4.957430, 3.186197, 1.064715], [-4.114420, 2.989407, 1.989765], [-5.669340, 4.151927, 1.089675], [-5.128880, 2.997027, -1.070645], [-5.606460, 1.604367, 0.013175], [-3.915270, 2.001427, -0.061385], [5.241810, 5.365347, -0.607985], [6.588990, 5.114487, -0.091685], [6.968300, 5.743507, 0.899155], [7.229000, 4.240717, -0.677675], [4.587970, 5.028917, 0.196635], [5.101860, 4.771567, -1.511275], [5.135660, 6.449437, -0.647815], [-0.181310, -5.171033, -2.822695], [0.320010, -5.541703, -1.427595], [-0.531460, -5.606513, -0.594635], [1.534330, -5.772163, -1.227345], [0.168750, -4.161333, -3.037345], [-1.255530, -5.056973, -2.677215], [0.244790, -5.949203, -3.455925], [4.865450, -2.665443, 1.527155], [5.296130, -1.947593, 0.406985], [5.827530, -0.677493, 0.563025], [5.774880, -0.059773, 1.812585], [5.302910, -0.778623, 2.911595], [4.835090, -2.103403, 2.809605], [4.591910, -3.701303, 1.390905], [5.333470, -2.435883, -0.555605], [6.096500, -0.066553, -0.285975], [6.123800, 0.954217, 1.940965], [5.125640, -0.233983, 3.827205], [4.403130, -2.615453, 3.656735], [-5.445940, -2.914163, 0.826075], [-4.967730, -2.759173, 2.128375], [-5.731670, -2.695373, 3.288205], [-7.093550, -2.806573, 2.992625], [-7.577050, -3.182183, 1.728695], [-6.741300, -3.262493, 0.629115], [-4.684960, -3.097433, 0.081945], [-3.897730, -2.625653, 2.189055], [-5.242680, -2.680663, 4.251055], [-7.805600, -2.816553, 3.804595], [-8.618320, -3.380693, 1.521955], [-7.233890, -3.426663, -0.317885]], "atomic_forces_ev_per_a": [[-0.028, 1.095, 0.707], [-2.647, 3.027, 2.913], [0.388, -0.224, -2.593], [0.504, -1.234, 0.699], [2.958, -1.868, -1.097], [-1.164, -0.861, -0.493], [-0.005, 1.388, 0.269], [-0.467, 1.549, -3.099], [-0.382, -1.154, 3.298], [-0.423, -0.058, 0.130], [0.351, -0.289, -0.178], [-0.178, -0.219, -0.220], [-0.271, -0.316, -0.289], [1.476, -0.870, -0.034], [0.699, -1.914, 0.634], [2.174, 2.733, 2.506], [-1.599, -0.942, -2.136], [-1.120, 0.111, -0.149], [0.031, 0.092, 0.508], [-0.188, 0.017, -0.466], [-0.007, -0.110, -0.916], [-0.469, 0.284, 0.712], [1.540, -0.422, 0.694], [-0.567, -0.882, -1.508], [-0.267, 0.736, 0.679], [-0.164, -0.057, -0.139], [0.020, 0.524, 0.086], [-0.136, -0.175, -0.517], [0.547, 0.234, 1.222], [2.222, -0.147, -0.470], [-0.656, -0.014, 1.069], [-2.244, 0.643, -0.852], [0.546, -0.272, -0.144], [0.101, -0.766, -0.511], [-0.524, 0.336, -0.324], [-0.259, -0.629, 1.192], [0.924, 0.360, -0.171], [-0.852, 0.830, 0.139], [0.500, -0.507, -0.785], [-1.328, -0.704, 0.776], [0.444, 1.102, -1.222], [-0.245, -0.064, 0.004], [-0.136, -0.016, -0.073], [0.358, -0.221, -0.142], [-0.021, 0.060, -0.007], [0.371, -0.094, 0.280], [0.193, -0.091, -0.005], [0.965, -1.398, -0.215], [1.501, 0.824, 0.648], [-0.844, -0.430, -2.057], [-0.125, -0.938, 1.680], [-0.101, 0.460, -0.289], [-1.220, 0.783, -0.170], [-0.088, 0.506, -0.406], [0.206, -0.119, 0.266], [-0.461, 0.362, 0.127], [-0.129, 0.232, 0.099], [-0.195, 0.045, 0.590], [0.491, -0.332, -0.252]]}



We obtain max |F| values of 10.6, 1.4, 8.7, 5.0 eV/Å for the records listed above, in that order.
We obtain electronic energy values of -55397.430, -77014.502, -87613.725, -58821.066 eV for the records listed above, in that order.